Below is a molecular structure, C53H52N6O4S2SeSiW in a non-equilibrium geometry, with properties calculated with ωB97M-V/def2-TZVPD.

```
120
Properties=species:S:1:pos:R:3:mulliken_charge:R:1
W -0.249 -1.024 1.531 2.26
O -1.621 -1.735 4.896 -0.85
C -1.350 -0.947 4.001 -0.29
N -0.116 -0.624 3.516 0.17
C 1.081 -0.979 4.252 -1.19
C 2.184 -1.341 3.302 0.58
C 3.406 -1.847 3.722 -1.18
C 4.361 -2.154 2.771 -0.84
C 4.092 -1.923 1.425 -1.27
C 2.864 -1.408 1.080 -0.20
N 1.928 -1.133 2.003 1.21
C -2.364 -0.065 3.308 0.70
C -3.512 0.424 3.885 -0.67
C -4.207 1.411 3.194 -0.53
C -3.726 1.866 1.978 -1.29
C -2.572 1.303 1.455 -0.41
N -1.920 0.352 2.110 0.34
H 1.416 -0.109 4.830 0.64
H 0.900 -1.782 4.971 0.50
H 3.592 -2.004 4.776 0.60
H 5.313 -2.571 3.073 0.51
H 4.821 -2.137 0.657 0.66
H 2.586 -1.213 0.053 0.41
H -3.830 0.058 4.852 0.54
H -5.109 1.833 3.615 0.50
H -4.226 2.654 1.434 0.58
H -2.163 1.631 0.507 0.61
C 0.570 -3.072 -6.427 -1.48
C 0.170 -2.342 -5.179 0.95
C -0.869 -2.801 -4.378 -0.85
C -1.251 -2.106 -3.237 -0.85
C -0.575 -0.946 -2.903 0.57
C 0.479 -0.469 -3.676 -0.33
C 0.844 -1.173 -4.804 -1.01
S -1.131 -0.113 -1.446 0.54
O 0.065 -0.313 -0.499 0.25
C -1.209 1.546 -2.129 -0.03
C -2.119 1.414 -3.220 -0.97
C -2.091 2.247 -4.290 -1.52
C -1.043 3.190 -4.393 1.34
C -0.808 3.910 -5.588 -1.03
C 0.237 4.781 -5.677 -0.78
C 1.087 4.972 -4.568 -0.76
C 0.849 4.328 -3.388 -0.90
C -0.232 3.415 -3.259 0.79
C -0.450 2.704 -2.009 0.12
C -0.043 3.594 -0.841 0.89
C -0.698 4.889 -1.002 0.42
C -1.953 4.998 -1.656 -0.89
C -2.557 6.211 -1.825 -0.88
C -1.935 7.395 -1.378 -0.76
C -0.751 7.320 -0.707 -0.86
C -0.133 6.068 -0.475 1.35
C 1.030 5.963 0.323 -1.64
C 1.449 4.732 0.707 -0.57
C 0.889 3.531 0.177 0.27
S 1.398 2.296 1.379 -0.30
O 0.437 1.150 1.480 -0.13
C 2.977 1.807 0.727 0.69
C 3.996 1.634 1.655 -0.46
C 5.264 1.292 1.217 -0.93
C 5.529 1.120 -0.140 0.92
C 6.915 0.791 -0.611 -1.74
C 4.488 1.293 -1.055 -0.98
C 3.219 1.644 -0.632 -0.06
H -0.103 -3.899 -6.638 0.37
H 1.581 -3.472 -6.332 0.33
H 0.567 -2.401 -7.286 0.36
H -1.394 -3.708 -4.650 0.36
H -2.058 -2.466 -2.609 0.52
H 0.993 0.446 -3.405 0.44
H 1.657 -0.811 -5.422 0.47
H -2.826 0.590 -3.201 0.57
H -2.813 2.147 -5.090 0.51
H -1.463 3.740 -6.433 0.52
H 0.424 5.320 -6.596 0.42
H 1.934 5.639 -4.653 0.49
H 1.511 4.494 -2.547 0.36
H -2.460 4.106 -2.001 0.47
H -3.525 6.264 -2.304 0.49
H -2.410 8.351 -1.549 0.42
H -0.274 8.211 -0.319 0.47
H 1.513 6.855 0.698 0.46
H 2.232 4.645 1.454 0.57
H 3.803 1.786 2.711 0.50
H 6.064 1.167 1.937 0.46
H 7.449 0.181 0.118 0.42
H 7.493 1.706 -0.755 0.36
H 6.897 0.262 -1.563 0.40
H 4.685 1.171 -2.113 0.47
H 2.420 1.796 -1.349 0.29
C -5.294 -1.915 2.353 -0.75
Si -4.157 -3.239 1.702 0.32
C -3.626 -4.425 3.055 -0.80
C -4.847 -4.073 0.178 -1.11
Se -2.192 -2.428 0.744 -0.17
H -6.208 -2.354 2.759 0.50
H -5.573 -1.213 1.566 0.26
H -4.808 -1.371 3.157 0.02
H -4.458 -4.998 3.469 0.53
H -3.172 -3.851 3.868 0.16
H -2.886 -5.128 2.666 0.14
H -5.751 -4.638 0.418 0.39
H -4.120 -4.757 -0.259 0.30
H -5.104 -3.325 -0.573 0.28
C 0.715 -6.872 3.245 -1.10
N 0.516 -5.553 2.673 0.08
C 0.938 -5.173 1.328 -0.41
C 0.609 -3.705 1.356 -0.09
O 0.632 -2.854 0.442 -1.00
N 0.158 -3.347 2.556 0.80
C 0.094 -4.459 3.319 -0.46
N -0.333 -4.402 4.569 -0.04
H 0.683 -7.609 2.447 0.37
H -0.094 -7.108 3.936 0.38
H 1.672 -6.947 3.764 0.33
H 0.351 -5.686 0.564 0.39
H 2.000 -5.358 1.154 0.32
H -0.783 -3.533 4.864 0.06
H -0.484 -5.235 5.112 0.27
```

Properties
energy = -6234.363458 a.u.
charge = +2
ΔE to the lowest compared entry with this formula, charge and spin = 2.231 eV
Kohn-Sham gap (spin up / spin down) = 6.7 / 6.7 eV